C18H49LiN4O5 as an isolated structure at a distorted geometry. Source: OMol25; level of theory: ωB97M-V/def2-TZVPD.

XYZ file:
```
77
Properties=species:S:1:pos:R:3:forces:R:3:mulliken_charge:R:1
C 2.472 1.622 -1.931 -0.04 -0.56 -1.62 1.16
H 1.848 0.229 3.935 0.72 -0.11 0.46 0.41
H -1.377 0.256 1.779 0.38 0.59 -0.28 0.07
H 1.641 -1.504 2.240 0.91 0.11 -0.18 0.26
C 0.276 -6.139 -3.635 -0.78 1.51 0.61 -0.74
H 2.001 2.498 3.423 -0.33 0.09 0.52 0.45
C 1.989 0.456 2.878 0.16 -0.76 0.06 0.34
H 1.307 -6.113 -3.990 0.08 -0.31 -0.07 0.27
H 3.252 3.622 -2.072 -0.15 0.17 0.12 0.47
C -0.288 -2.683 -2.222 -0.28 -0.14 0.68 0.61
Li 0.898 0.730 0.447 -0.69 -0.22 -0.66 1.12
H 0.180 -6.615 -2.660 0.17 -0.86 -0.28 0.32
H -0.048 3.896 0.715 -0.26 -0.50 0.13 0.22
H -1.364 -2.823 -2.125 -0.32 -0.33 -0.41 0.31
H -2.043 1.027 3.924 0.08 0.58 -0.13 -0.03
H -5.517 0.159 6.717 -0.23 -0.31 -0.16 0.27
N 2.456 0.449 -1.041 -0.02 0.63 -0.97 -0.46
C 1.338 1.839 2.862 0.03 -0.62 -0.94 -0.53
O 2.132 0.197 -4.092 0.71 0.17 0.68 -0.14
H 3.532 0.538 1.340 -0.62 0.26 -0.13 0.03
C -1.720 1.188 -1.382 0.97 -0.85 0.57 -0.25
H -3.926 -0.502 6.903 0.03 -0.45 0.37 0.34
H 0.343 1.678 3.277 -0.06 0.45 0.52 0.17
N 1.293 -0.565 2.108 -1.43 0.31 -0.29 -0.52
C 0.371 3.627 1.684 1.47 0.29 -0.49 -0.98
H -3.215 2.589 -2.100 -0.06 -0.01 -0.06 0.41
C -2.784 2.262 -1.154 0.31 -0.16 0.35 -1.28
H 1.426 1.898 -2.063 -0.14 0.58 0.64 -0.10
N -1.861 -0.355 2.422 1.02 -1.26 0.12 -0.59
H 0.077 -4.559 -1.287 0.08 -0.81 -0.10 0.43
H -4.060 0.777 1.579 0.13 -0.49 0.17 0.36
C 2.321 0.100 -5.515 -1.03 -0.61 0.54 -0.88
H -0.996 1.563 -2.106 0.29 0.66 -0.38 0.10
H 3.324 0.267 -5.909 0.14 0.15 0.42 0.36
H -2.327 3.124 -0.668 0.14 0.18 -0.04 0.20
H 1.009 -2.086 -3.872 0.22 -0.01 0.38 0.21
H 1.948 -0.180 -1.646 -0.57 -1.07 0.45 -0.14
H -3.958 -1.190 3.658 -0.17 -0.56 0.10 0.30
H 3.389 0.063 -1.080 0.41 -0.21 0.43 0.30
H 1.583 0.679 -6.070 0.16 0.76 0.16 0.33
H 4.041 -0.424 2.610 -0.46 -0.26 0.67 0.42
C -4.792 -0.503 6.242 1.33 1.87 -0.27 -0.81
C -3.412 -0.472 4.271 -0.95 0.04 -0.21 -0.89
H -0.662 -2.286 -4.250 -0.07 0.09 -0.15 0.53
H -0.148 -2.312 -0.219 0.05 -0.12 0.24 0.21
H -0.274 -0.925 -0.981 -0.76 0.55 -0.49 -0.14
H -5.159 -1.524 6.138 -0.09 0.12 -0.71 0.30
H 0.375 -0.685 2.512 -0.89 0.19 -0.12 0.10
H 3.913 1.084 -3.465 0.27 0.14 -0.42 0.34
H -2.462 -0.756 1.716 -0.30 -0.68 -0.02 0.32
C 3.376 2.754 -1.425 -0.64 -0.05 -0.49 -1.68
H -2.107 0.325 -1.924 -0.83 -0.21 -0.21 0.28
H 1.423 -3.988 -2.347 0.24 -0.34 0.04 0.32
C 0.009 -1.930 -3.467 -0.30 0.09 -1.48 -1.49
O 1.158 2.414 1.568 -0.84 -0.12 0.14 -0.06
N 0.116 -1.852 -1.079 1.49 -1.78 0.44 -0.18
H -3.584 1.953 -0.481 -0.05 -0.27 -0.13 0.20
C 0.347 -4.136 -2.254 -0.93 1.89 -0.82 -0.87
H 2.500 2.141 -4.009 0.82 0.59 0.00 0.45
O -1.029 0.690 -0.261 0.36 0.70 0.29 -0.74
C 2.840 1.275 -3.440 -0.53 0.22 -0.05 -1.10
H 3.103 3.013 -0.403 0.02 0.03 -0.02 0.24
O -4.319 0.252 5.078 -1.15 -0.71 0.46 -0.33
O -0.201 -4.815 -3.419 0.46 1.20 1.30 -0.28
H -0.442 -6.473 -4.385 0.45 -0.75 0.08 0.23
H 1.998 -0.912 -5.763 0.40 -0.24 0.10 0.26
C -3.486 1.286 2.354 -1.37 1.77 0.54 -1.30
H -4.192 1.908 2.904 -0.16 0.26 -0.05 0.47
H 1.104 4.404 1.901 -0.03 0.32 0.21 0.33
H -0.351 3.644 2.500 -0.21 -0.53 -0.22 0.34
H -0.140 -0.856 -3.358 -0.05 -0.05 0.10 0.39
H 3.911 1.317 2.837 0.33 -0.04 0.13 0.39
H 4.443 2.536 -1.472 0.01 -0.45 0.09 0.40
C -2.703 0.441 3.285 0.93 -0.58 0.46 0.82
H -2.744 -0.988 4.961 0.57 -0.19 -0.42 0.41
C 3.411 0.444 2.419 1.54 0.95 -0.21 -1.28
H -2.785 1.939 1.833 -0.06 0.05 -0.08 0.24
```
Positions in Å, forces in eV/Å.

Calculated values
Kohn-Sham gap = 0.279 Ha
Maximum force = 0.04588 Eh/bohr
Multiplicity = 1
Highest occupied orbital energy = -7.3 eV
Molecular weight = 408.6 u

***

A 7-piece molecular cluster, C18H50ClN6O14 overall at a distorted geometry. Source: OMol25; level of theory: ωB97M-V/def2-TZVPD.

XYZ file:
```
89
Properties=species:S:1:pos:R:3:forces:R:3:mulliken_charge:R:1
O 17.329 31.037 9.310 -1.56 1.11 0.00 -0.74
H 18.563 30.480 18.519 0.28 0.43 0.37 0.30
C 21.428 25.346 9.369 -0.48 -1.92 0.12 -0.79
O 23.878 35.983 10.691 0.02 0.47 -1.18 -0.24
H 19.090 29.839 16.055 -0.37 -0.52 -0.87 0.22
C 18.689 27.937 9.868 1.69 -0.18 -2.02 0.20
N 21.385 34.793 12.741 -1.36 -2.10 -0.07 -0.14
O 24.791 28.328 12.906 1.50 1.21 0.18 -0.50
H 17.068 30.052 11.576 -0.12 0.24 0.39 0.21
H 23.184 35.690 8.736 0.28 -0.33 -0.01 0.39
H 17.194 29.257 6.579 -0.30 0.14 -0.05 0.22
O 20.342 29.574 14.479 -0.84 0.20 -0.08 -0.73
H 24.360 32.461 14.030 0.63 -0.02 -0.12 0.17
N 18.766 28.744 8.622 0.52 -1.61 -0.34 -0.32
H 22.628 36.637 12.206 0.08 0.41 0.08 0.21
H 25.294 34.643 13.306 0.07 0.34 1.24 0.33
H 18.322 28.094 3.110 0.16 -0.02 0.03 0.25
H 17.785 27.325 9.824 0.09 -0.53 0.34 0.35
H 24.509 34.867 15.540 -1.03 0.41 0.50 0.35
C 20.049 27.152 9.976 0.65 0.67 0.47 -0.66
H 22.830 27.895 14.653 0.59 0.07 0.38 0.16
O 17.912 28.068 5.107 1.46 0.55 -0.96 -0.32
H 20.859 27.878 9.869 -0.30 0.61 -0.05 0.27
C 18.250 28.795 3.941 -1.09 -0.29 -0.27 -0.76
H 25.759 35.122 10.719 0.18 0.38 0.49 0.37
C 24.284 33.921 11.930 -0.71 -0.36 -2.48 -0.81
H 19.156 29.395 4.023 0.13 -0.16 0.16 0.33
O 21.450 30.687 12.685 1.40 -1.63 -0.10 -0.69
H 24.333 31.577 16.699 -0.15 -0.20 -0.18 0.29
H 14.443 31.796 10.576 0.17 0.07 -0.17 0.14
H 21.484 24.562 8.611 0.34 0.17 -0.27 0.27
O 19.582 36.208 12.345 0.79 -0.55 0.37 -0.75
H 25.009 26.293 13.149 -0.13 -0.18 -0.10 0.25
H 15.376 30.583 11.694 0.50 -0.46 0.46 0.14
C 18.864 30.901 17.558 -1.53 0.79 0.29 -0.18
H 22.872 33.099 13.855 -0.54 0.56 0.80 -0.26
C 18.281 32.330 17.365 -0.56 -1.15 -0.27 -0.44
H 22.392 34.729 12.769 -0.55 0.16 0.38 0.38
H 21.316 37.803 12.379 0.56 0.01 -0.25 0.26
C 20.790 35.969 12.508 -2.79 -1.94 0.00 0.32
O 22.210 26.866 13.047 1.12 -0.16 0.09 -0.43
H 19.947 31.015 17.498 0.10 -0.39 -0.14 0.25
C 16.335 31.120 10.033 -0.05 -0.81 -0.36 0.73
H 24.597 34.221 9.878 -0.39 0.07 -0.27 0.49
C 24.160 33.837 15.628 0.08 0.14 -1.02 -0.81
C 18.151 28.841 6.249 -1.79 -0.83 2.34 -0.52
O 20.296 31.963 14.086 -2.07 -0.75 1.11 -0.66
N 24.299 34.455 13.249 0.74 0.20 -0.21 -0.59
H 19.478 27.356 7.045 0.34 0.34 0.39 0.23
O 16.920 32.502 17.849 0.88 -0.24 -0.01 -0.56
H 24.818 32.967 11.867 0.59 0.04 -0.20 0.65
C 24.693 34.875 10.749 0.68 -2.45 1.26 -0.95
O 25.343 33.251 16.063 1.00 0.35 0.31 -0.41
C 24.638 27.177 13.673 -1.45 -0.23 -0.41 -0.28
H 18.973 33.057 17.790 -0.33 0.25 0.05 0.34
H 14.834 32.050 8.926 0.22 0.09 0.18 0.21
H 25.699 31.319 15.564 0.24 -0.48 0.45 0.23
O 18.311 29.989 16.604 1.07 0.52 0.21 -0.49
H 25.914 31.913 17.341 0.49 -0.92 -0.29 0.28
H 23.277 33.596 11.658 -0.18 0.08 0.05 0.33
H 17.882 27.101 7.636 -0.54 0.00 -0.61 0.26
H 20.787 33.983 12.826 0.34 -0.20 -0.05 0.04
N 21.702 36.880 12.520 2.21 4.69 -0.24 -0.34
H 23.155 26.139 14.722 -0.26 -0.03 0.14 0.31
H 22.432 25.731 9.559 -0.15 0.86 -0.27 0.29
C 18.585 27.892 7.365 0.02 1.74 1.62 -0.38
H 18.774 29.737 6.247 0.72 -0.40 -0.86 0.45
H 25.155 27.216 14.633 0.54 0.60 -0.23 0.31
H 17.403 29.454 3.731 0.11 0.38 -0.28 0.30
H 21.161 24.770 10.261 -0.03 0.19 0.41 0.31
N 15.081 31.645 9.815 -0.24 1.18 -2.11 -0.42
H 23.115 37.284 9.403 0.21 0.21 -0.29 0.26
C 25.339 31.897 16.415 -0.58 0.60 0.38 -0.63
H 18.123 32.449 16.292 1.19 0.29 -0.18 0.25
C 23.200 27.033 14.097 -1.46 -0.62 -0.18 -0.41
Cl 20.250 30.630 13.487 2.97 2.44 -2.59 1.62
H 23.358 33.627 16.337 -0.20 0.37 -0.05 0.38
H 21.832 27.737 12.897 -0.18 0.15 -0.05 0.25
H 18.098 29.495 8.777 -0.02 -0.07 -0.93 0.32
H 24.213 28.419 12.145 -0.38 -0.61 0.20 0.30
H 20.275 26.756 10.970 -0.68 -0.49 0.17 0.49
H 24.700 36.668 8.844 0.17 -0.14 0.17 0.31
N 16.249 30.511 11.206 0.89 -1.04 1.77 -0.29
H 16.460 32.272 17.039 -0.71 0.00 0.40 0.35
O 19.220 30.455 12.484 -1.35 -0.35 1.71 -0.65
C 23.757 36.406 9.326 -1.26 0.78 0.90 -0.91
C 23.859 33.423 14.190 0.15 -0.76 -0.45 0.84
H 18.598 28.671 10.667 0.36 -0.34 0.31 -0.39
O 20.369 26.155 8.976 -0.87 0.88 0.41 -0.31
```
Positions in Å, forces in eV/Å.

Calculated values
Kohn-Sham gap = 0.303 Ha
Maximum force = 0.10100 Eh/bohr
Multiplicity = 1
Highest occupied orbital energy = -5.8 eV
Molecular weight = 610.1 u
Charge = -1

***

A 7-piece molecular cluster, C18H50F18N4O4P3 overall at a distorted geometry. Source: OMol25; level of theory: ωB97M-V/def2-TZVPD.

XYZ file:
```
97
Properties=species:S:1:pos:R:3:forces:R:3:mulliken_charge:R:1
H 4.012 -1.207 -6.569 -0.17 0.68 0.46 0.38
H -4.890 -6.895 -2.689 -0.23 0.26 -0.08 0.38
H -5.367 -1.962 -2.670 -0.52 -0.71 0.33 0.34
F 2.977 4.032 0.136 -0.57 -0.16 -0.05 -0.41
H -1.247 1.289 -0.299 0.28 -0.31 0.48 0.30
H 3.884 -3.060 -3.133 -1.22 -0.06 -0.62 0.51
F -0.984 -5.002 1.496 0.07 -1.06 -0.20 -0.40
H 4.573 4.609 3.152 -0.67 -0.27 0.07 0.26
C -4.192 -6.059 -2.697 -0.59 0.59 0.63 -0.80
C 2.372 3.662 4.612 -0.16 1.49 0.88 -1.03
H -6.057 -3.438 -3.871 -0.12 -0.04 0.54 0.33
H 2.152 7.247 2.256 -0.26 0.05 0.20 0.35
F -1.423 -3.315 0.123 -1.23 0.29 0.14 -0.37
H -3.396 -3.640 -3.413 -0.38 0.62 -0.65 0.54
H 3.777 -0.431 -1.584 -0.15 0.14 0.18 0.29
H 3.461 0.649 -5.264 -0.27 0.30 0.21 0.43
H 3.141 5.777 2.156 0.77 0.88 -0.10 0.19
H 0.543 1.648 2.245 -0.04 -0.10 -0.24 0.07
H 5.276 -1.717 -5.429 -0.17 -0.24 -0.03 0.40
F -3.910 1.084 1.874 -0.14 -0.23 0.22 -0.35
H 1.690 -0.910 -5.596 -0.07 -0.55 -0.15 0.41
O 0.860 -1.318 1.046 -0.55 2.64 0.92 -0.63
H 1.307 -1.262 -3.885 0.27 0.20 -0.01 0.15
H -5.176 -4.627 -4.678 0.01 -0.65 0.17 0.37
F -4.055 2.965 3.343 -0.63 -0.39 -0.72 -0.38
H -6.697 -5.067 -3.760 0.34 -0.26 0.02 0.38
H -4.579 -2.087 -1.071 0.06 0.27 -0.04 0.29
C 3.558 0.287 -4.241 -0.17 -0.54 -0.73 -1.07
C -1.441 0.216 -0.316 -1.96 -1.67 0.90 -0.77
H 1.612 6.298 4.677 -0.23 0.38 -0.11 0.37
H -3.562 -1.300 -3.579 0.08 0.19 -0.10 0.27
H -6.401 -3.730 -1.264 0.04 -0.20 -0.23 0.38
C -5.775 -4.486 -3.779 0.01 0.75 -0.10 -0.83
H 1.432 0.350 3.135 0.02 -0.08 -0.40 0.44
O 2.012 -1.581 -1.719 0.13 0.52 -0.89 -0.28
F 0.711 3.322 0.186 1.36 -0.18 -0.56 -0.46
F 2.500 1.809 0.258 -0.77 -0.08 -0.23 -0.38
H -1.627 -1.455 1.148 0.55 -1.13 -0.92 -0.28
F -2.525 0.148 3.462 0.49 -0.86 -0.83 -0.42
H 1.373 3.821 5.018 -0.25 0.21 -0.63 0.52
C 0.515 0.623 2.613 -0.61 -0.94 -0.78 -1.01
F -3.034 -4.969 0.384 -0.06 -0.38 -0.57 -0.36
C -3.864 -3.582 -2.431 -0.28 -1.31 -1.95 -0.47
N 3.408 -1.247 -4.406 0.44 -0.31 0.07 0.05
H 5.172 5.641 4.354 -0.32 0.25 0.34 0.45
C 2.283 6.238 2.647 1.16 -2.45 -1.61 -0.29
H 3.540 4.370 6.923 -0.13 -0.27 -0.52 0.33
C 4.580 4.734 4.235 0.13 1.02 -0.69 -0.90
C -5.782 -4.627 -1.245 0.66 -0.79 -0.94 -0.81
F -2.923 -4.754 2.667 0.06 0.18 -0.35 -0.37
F -2.111 2.299 2.546 0.59 -1.17 0.05 -0.36
H 3.186 7.064 4.528 0.06 0.06 -0.55 0.46
C 4.213 -1.777 -5.661 -0.55 0.61 0.96 -0.88
F -4.609 0.901 4.151 0.62 -0.23 -1.43 -0.37
H 2.786 0.679 -3.579 -0.19 -0.24 -0.14 0.46
N -1.281 -0.510 1.056 2.03 2.57 -0.29 0.76
C 3.382 5.263 6.318 -0.54 0.10 -0.59 -0.81
H -0.982 -0.321 -1.146 0.56 0.00 0.57 0.32
H -2.506 0.009 -0.423 -0.13 0.72 -0.57 0.34
H 2.773 2.931 5.313 0.57 -0.20 -0.66 0.41
H 4.277 5.873 6.442 -0.27 0.20 -0.23 0.37
N 3.159 4.966 4.823 2.60 -0.68 -0.34 -0.03
F -2.705 1.916 4.809 0.47 -0.09 -0.94 -0.42
H 1.877 -2.620 -4.813 -0.24 0.19 -0.63 0.42
C 1.930 -1.534 -4.736 0.97 0.13 1.25 -0.75
C -4.442 -2.203 -2.146 -0.20 -0.44 0.08 -0.56
O 1.273 5.307 2.242 -1.15 1.11 2.25 -0.49
H 5.034 -1.939 -3.255 0.14 0.94 0.53 0.42
O -3.538 -1.269 -2.620 1.25 0.90 0.12 -0.43
P -3.337 1.521 3.313 -1.32 2.92 3.56 1.31
H 5.226 3.945 4.620 -0.94 -0.35 0.65 0.39
H -3.639 -6.065 -3.636 -0.03 0.22 0.15 0.36
F 1.684 4.214 -1.775 0.08 -0.70 0.91 -0.41
P 2.057 3.002 -0.750 -1.17 0.11 -1.41 1.52
C 0.193 -0.406 1.510 0.47 -2.74 -0.13 0.82
P -2.228 -4.029 1.415 1.49 0.20 1.41 1.17
H 3.853 -2.763 -5.955 0.28 -0.22 0.77 0.36
C 2.557 6.265 4.136 -1.19 -1.50 1.53 -0.54
H -6.366 -5.546 -1.198 -0.16 0.23 0.07 0.37
H -1.863 -0.097 1.770 -0.47 1.16 0.33 0.12
H 4.504 0.671 -3.860 0.25 -0.83 0.05 0.33
H -5.084 -4.583 -0.409 0.03 -0.05 -0.10 0.29
H -0.327 0.548 3.301 0.02 0.15 0.14 0.46
H 1.399 4.783 1.448 0.71 0.28 -0.44 0.26
H -2.963 -3.870 -1.890 -0.76 -0.16 1.31 0.28
F -3.433 -2.964 1.354 0.09 0.52 -0.57 -0.37
H 2.404 3.477 3.538 -0.22 -0.43 0.38 0.33
F 1.060 1.968 -1.709 1.42 0.73 1.45 -0.40
H 1.726 -1.162 -0.904 -0.39 -0.02 0.37 0.16
F 3.334 2.622 -1.670 -0.20 -0.08 -0.07 -0.34
H 3.711 -2.102 -0.915 1.20 0.00 -0.29 0.47
N -4.941 -4.717 -2.557 0.90 0.46 1.28 0.03
C 3.954 -1.972 -3.107 0.19 -0.14 -0.34 -0.85
H -3.536 -6.173 -1.834 0.04 0.19 -0.09 0.29
H 2.492 5.771 6.688 0.13 0.04 0.00 0.38
F -1.394 -3.011 2.413 -0.66 0.23 -0.34 -0.35
C 3.427 -1.452 -1.743 -0.39 -0.35 -0.75 -0.41
```
Positions in Å, forces in eV/Å.

Calculated values
Kohn-Sham gap = 0.373 Ha
Maximum force = 0.09310 Eh/bohr
Multiplicity = 1
Highest occupied orbital energy = -12.3 eV
Molecular weight = 821.5 u
Charge = +1